# 1
Below is C38H24AsN10S5V as an isolated structure at a distorted geometry, with properties calculated with wB97M-V/def2-TZVPD.

Each line ends with the Löwdin charge.
Cartesian coordinates (Å):
V1 -1.35 0.46 0.34  0.47
C1 4.60 -0.07 -2.22  -0.13
C2 4.51 1.34 -2.46  -0.13
C3 3.36 2.03 -2.18  -0.05
C4 2.25 1.34 -1.65  -0.12
C5 0.98 1.74 -1.22  -0.28
N1 0.53 3.03 -0.95  0.18
C6 -0.13 3.16 0.15  -0.32
C7 -0.38 4.43 0.88  -0.09
C8 -0.36 5.75 0.49  -0.02
C9 -0.58 6.73 1.46  -0.10
C10 -0.78 6.38 2.79  -0.10
C11 -0.76 5.04 3.19  -0.02
C12 -0.58 4.08 2.22  -0.08
C13 -0.45 2.60 2.29  -0.32
N2 -0.09 1.92 3.31  0.19
C14 0.55 0.69 3.13  -0.29
N3 0.58 -0.11 2.07  0.16
C15 1.58 -1.07 2.32  -0.26
N4 1.90 -2.19 1.65  0.20
C16 1.47 -2.55 0.48  -0.23
N5 0.68 -1.69 -0.36  0.07
C17 -0.57 -2.23 -0.45  -0.32
N6 -1.58 -1.41 -0.57  -0.47
C18 1.13 -0.45 -0.85  -0.25
N7 0.32 0.63 -0.80  -0.04
C19 2.35 -0.08 -1.39  -0.11
C20 3.56 -0.77 -1.70  -0.04
C21 -0.42 -3.67 -0.22  -0.08
C22 -1.33 -4.72 -0.31  -0.03
C23 -0.91 -5.98 0.09  -0.10
C24 0.37 -6.18 0.61  -0.10
C25 1.26 -5.13 0.74  -0.03
C26 0.88 -3.87 0.30  -0.10
C27 2.14 -0.85 3.62  -0.13
C28 3.12 -1.51 4.37  -0.04
C29 3.42 -1.02 5.63  -0.13
C30 2.76 0.11 6.15  -0.13
C31 1.79 0.76 5.41  -0.04
C32 1.48 0.27 4.15  -0.13
N8 -0.49 2.13 1.00  -0.04
H1 5.53 -0.58 -2.46  0.08
H2 5.37 1.86 -2.87  0.08
H3 3.30 3.10 -2.34  0.10
H4 -0.18 6.02 -0.54  0.11
H5 -0.60 7.77 1.18  0.09
H6 -0.95 7.15 3.53  0.09
H7 -0.89 4.76 4.23  0.11
H8 3.64 -1.83 -1.49  0.10
H9 -2.34 -4.54 -0.64  0.07
H10 -1.60 -6.81 0.03  0.09
H11 0.66 -7.17 0.93  0.09
H12 2.24 -5.27 1.19  0.11
H13 3.63 -2.37 3.96  0.10
H14 4.17 -1.52 6.23  0.08
H15 3.02 0.47 7.14  0.08
H16 1.28 1.64 5.80  0.10
S1 -6.05 -0.48 0.44  -0.19
As1 -4.31 -1.36 1.17  -0.41
S2 -3.18 -1.92 -0.87  0.50
S3 -2.92 0.08 2.11  0.06
S4 -4.38 -3.15 2.24  -0.19
C33 -0.17 -1.33 -4.07  0.02
C34 -1.48 -0.62 -3.98  -0.26
C35 -2.53 -0.75 -4.83  0.02
C36 -3.68 0.03 -4.58  -0.31
N9 -3.79 0.82 -3.53  0.12
C37 -2.78 0.86 -2.64  -0.76
S5 -2.94 1.66 -1.16  0.72
N10 -1.62 0.23 -2.94  0.11
C38 -4.86 -0.03 -5.49  -0.03
H17 -0.12 -1.95 -4.96  0.08
H18 -0.04 -1.97 -3.19  0.09
H19 0.66 -0.62 -4.06  0.10
H20 -2.49 -1.43 -5.68  0.11
H21 -0.86 0.31 -2.25  0.09
H22 -4.66 -0.62 -6.38  0.07
H23 -5.15 0.98 -5.78  0.08
H24 -5.70 -0.46 -4.95  0.09

Computed properties:
Kohn-Sham gap (alpha / beta) ... 5.17 / 5.20 eV
<S²> ... 2.0195
Energy above the lowest of the compared OMol25 structures with the same formula, charge and spin ... 13.43 kcal/mol
Net charge ... -2
E_tot ... -195405.2682 eV
Spin multiplicity ... 3

***

# 2
Below is a 15-piece molecular cluster, H29O15 overall at a distorted geometry, with properties calculated with wB97M-V/def2-TZVPD.

Each line ends with the Löwdin charge.
Cartesian coordinates (Å):
O1 1.35 -4.19 -3.06  -0.06
H1 0.67 -4.45 -2.44  0.03
H2 1.85 3.66 2.13  0.02
O2 2.71 -0.24 -0.47  -0.06
H3 1.81 -0.34 -0.20  -0.01
H4 -0.65 2.38 -3.73  -0.01
O3 1.28 4.34 2.51  -0.06
H5 -2.37 -0.52 -0.78  -0.02
H6 -0.49 1.05 -1.74  0.03
O4 0.85 1.51 1.51  -0.15
H7 -1.44 -0.27 2.44  0.01
H8 0.14 0.72 1.52  -0.02
O5 5.12 0.49 -0.35  -0.06
H9 4.86 0.90 0.48  0.04
H10 -4.26 0.47 3.03  0.03
O6 -0.17 -1.62 0.00  -0.12
H11 0.06 -4.85 2.92  0.05
H12 -0.50 -0.80 0.52  -0.01
O7 -2.84 -1.32 -1.09  -0.08
H13 4.95 -0.45 -0.36  0.04
H14 3.08 0.61 -0.28  -0.03
O8 -2.81 1.19 0.01  -0.10
H15 -3.61 1.57 0.34  0.00
H16 1.10 -3.28 -3.26  0.03
O9 -1.12 0.06 1.61  -0.31
H17 -4.82 1.00 1.59  0.00
H18 0.47 3.86 2.70  0.02
O10 -0.38 -4.01 3.05  -0.05
H19 0.55 2.40 1.35  -0.02
O11 -1.49 -3.92 0.72  -0.12
H20 -1.61 -3.74 1.68  0.01
H21 0.29 -3.43 2.68  0.04
O12 2.69 3.12 -1.59  -0.04
H22 3.43 2.91 -2.14  0.03
H23 2.72 2.74 -0.71  0.01
O13 -4.86 0.37 2.30  -0.04
H24 -2.11 -1.74 -1.56  0.02
H25 -2.21 0.78 0.72  -0.01
O14 -0.30 0.95 -2.65  -0.02
H26 0.34 -2.22 0.54  0.03
H27 -1.31 -3.03 0.34  -0.02
O15 -0.45 3.29 -4.02  -0.10
H28 0.28 0.29 -3.01  0.06
H29 -0.76 3.78 -3.25  0.02

Computed properties:
Kohn-Sham gap ... 9.31 eV
Energy above the lowest of the compared OMol25 structures with the same formula, charge and spin ... 43.14 kcal/mol
Net charge ... -1
E_tot ... -31184.3498 eV

***

# 3
Below is a 4-piece molecular cluster, C14H21N2O9S overall at a distorted geometry, with properties calculated with wB97M-V/def2-TZVPD.

Each line ends with the Löwdin charge.
Cartesian coordinates (Å):
S1 4.08 -4.25 -0.04  0.85
C1 3.02 -3.99 -1.14  -0.78
N1 2.21 -3.84 -2.04  0.10
C2 0.81 -4.07 -1.84  -0.28
C3 -0.08 -2.95 -1.31  -0.11
C4 -1.29 -3.78 -0.81  -0.12
C5 -0.52 -4.80 0.02  -0.09
N2 0.43 -5.32 -1.02  0.12
H1 0.42 -4.30 -2.83  0.15
H2 -0.35 -2.24 -2.08  0.14
H3 0.34 -2.47 -0.44  0.10
H4 -2.06 -3.25 -0.28  0.13
H5 -1.68 -4.30 -1.69  0.12
H6 -1.06 -5.57 0.56  0.14
H7 0.12 -4.22 0.68  0.14
H8 1.19 -5.86 -0.59  0.17
H9 -0.04 -5.97 -1.64  0.18
C6 1.35 2.15 0.37  -0.09
C7 2.23 1.20 1.16  -0.09
O1 1.30 0.20 1.58  0.07
C8 0.25 0.21 0.74  -0.58
O2 -0.63 -0.61 0.74  0.11
O3 0.31 1.26 -0.09  0.08
H10 1.84 2.62 -0.47  0.13
H11 0.90 2.92 0.99  0.12
H12 2.99 0.72 0.54  0.13
H13 2.71 1.66 2.02  0.14
C9 -4.59 0.17 1.53  -0.11
C10 -3.46 -0.51 2.28  -0.12
O4 -4.15 -1.52 3.03  0.06
C11 -5.31 -1.79 2.39  -0.58
O5 -6.03 -2.71 2.65  0.17
O6 -5.54 -0.89 1.41  0.06
H14 -4.30 0.53 0.55  0.13
H15 -5.04 0.98 2.10  0.13
H16 -2.75 -1.00 1.61  0.10
H17 -2.92 0.15 2.95  0.13
C12 2.36 7.35 -1.71  -0.10
C13 3.47 6.37 -1.41  -0.11
O7 2.98 5.69 -0.25  0.05
C14 1.63 5.81 -0.23  -0.57
O8 0.91 5.23 0.52  0.15
O9 1.21 6.67 -1.18  0.07
H18 2.21 7.54 -2.77  0.13
H19 2.48 8.30 -1.18  0.14
H20 3.61 5.64 -2.21  0.13
H21 4.43 6.84 -1.19  0.13

Computed properties:
Kohn-Sham gap ... 9.30 eV
Net charge ... +1
E_tot ... -47094.7189 eV

***

# 4
Below is an isolated ion of composition C5H14ClN2Si and charge +1 at a distorted geometry, with properties calculated with wB97M-V/def2-TZVPD.

Each line ends with the Löwdin charge.
Cartesian coordinates (Å):
C1 -1.54 -1.50 -1.48  -0.05
N1 -1.51 -1.35 0.01  -0.07
C2 -2.43 -0.14 0.16  -0.14
C3 -1.54 1.09 -0.08  -0.11
N2 -0.19 0.72 0.35  0.03
C4 0.86 1.32 0.73  -0.07
C5 2.21 0.54 1.33  -0.78
Si1 3.35 -0.06 -0.22  0.66
Cl1 3.17 1.69 2.37  0.51
H1 -2.31 -2.07 -1.84  0.08
H2 -1.62 -0.64 -2.01  0.06
H3 -0.68 -2.05 -1.76  0.08
H4 -1.76 -2.07 0.65  0.13
H5 -2.73 -0.27 1.19  0.13
H6 -3.25 0.01 -0.53  0.13
H7 -1.77 1.87 0.56  0.11
H8 -1.41 1.34 -1.09  0.12
H9 -0.44 -0.40 0.40  0.13
H10 1.06 2.42 0.76  0.14
H11 1.94 -0.14 2.19  0.05
H12 4.10 -1.26 0.24  -0.07
H13 2.43 -0.41 -1.47  -0.06
H14 4.06 1.38 -0.45  -0.02

Computed properties:
Kohn-Sham gap ... 10.02 eV
SMILES string ... CNCC/[NH+]=C/[C@@H]([SiH3])Cl
Energy above the lowest of the compared OMol25 structures with the same formula, charge and spin ... 80.40 kcal/mol
Net charge ... +1
E_tot ... -28782.5254 eV

***

# 5
Below is C25H35N3Pt as an isolated structure at a distorted geometry, with properties calculated with wB97M-V/def2-TZVPD.

Each line ends with the Löwdin charge.
Cartesian coordinates (Å):
C1 -1.01 1.95 -2.08  -0.28
C2 -1.15 1.17 -3.53  -0.27
H1 -2.04 2.14 -1.79  0.07
H2 -0.45 2.88 -2.22  0.09
H3 -0.58 1.47 -1.10  0.02
H4 -1.21 0.05 -3.57  0.03
H5 -2.20 1.39 -3.77  0.07
H6 -0.49 1.56 -4.31  0.07
C3 -2.34 -0.68 -0.35  -0.13
C4 -3.34 -1.49 0.19  -0.09
C5 -3.47 -2.80 -0.27  -0.08
C6 -2.63 -3.25 -1.29  -0.03
H7 -2.11 0.31 0.04  0.06
H8 -3.99 -1.07 0.94  0.09
H9 -4.20 -3.46 0.17  0.10
H10 -2.69 -4.26 -1.70  0.10
N1 -1.56 -1.12 -1.35  -0.08
C7 -1.65 -2.39 -1.82  -0.23
C8 -0.65 -2.73 -2.81  -0.24
N2 0.28 -1.74 -3.02  -0.11
C9 1.31 -1.92 -3.87  -0.13
C10 0.45 -4.09 -4.46  -0.09
C11 1.43 -3.10 -4.60  -0.10
H11 1.99 -1.07 -3.95  0.10
H12 2.28 -3.20 -5.27  0.10
C12 -0.58 -3.92 -3.54  -0.03
H13 -1.35 -4.67 -3.38  0.10
H14 0.51 -4.98 -5.09  0.10
Pt1 -0.03 0.10 -2.14  1.11
C13 1.81 0.94 -1.91  -0.32
H15 1.99 1.55 -2.80  -0.01
H16 2.60 0.18 -1.81  -0.02
H17 1.83 1.56 -1.01  -0.01
C14 2.50 0.81 5.28  -0.05
C15 2.14 0.40 3.88  -0.27
C16 3.08 -0.26 3.09  0.00
C17 2.78 -0.64 1.77  -0.26
C18 3.79 -1.44 0.99  -0.05
C19 1.54 -0.30 1.23  0.03
C20 0.61 0.54 1.94  -0.25
C21 0.89 0.68 3.35  0.01
N3 -0.40 1.16 1.29  0.15
C22 -1.15 2.29 1.91  -0.60
C23 -2.05 1.81 3.06  -0.04
C24 -0.22 3.40 2.40  -0.05
C25 -2.04 2.93 0.84  -0.07
H18 3.09 0.04 5.77  0.08
H19 3.10 1.73 5.30  0.09
H20 1.60 1.01 5.88  0.08
H21 4.07 -0.47 3.50  0.12
H22 4.80 -1.07 1.17  0.08
H23 3.78 -2.49 1.29  0.09
H24 3.58 -1.39 -0.08  0.07
H25 1.30 -0.61 0.22  0.08
H26 0.12 1.10 4.00  0.10
H27 -1.77 2.30 4.00  0.08
H28 -3.10 2.08 2.86  0.08
H29 -2.00 0.73 3.20  0.08
H30 0.47 3.70 1.61  0.09
H31 -0.82 4.27 2.70  0.09
H32 0.37 3.07 3.27  0.07
H33 -1.45 3.54 0.15  0.08
H34 -2.59 2.19 0.26  0.06
H35 -2.79 3.58 1.32  0.09

Computed properties:
Kohn-Sham gap (alpha / beta) ... 5.25 / 6.06 eV
<S²> ... 2.0761
Energy above the lowest of the compared OMol25 structures with the same formula, charge and spin ... 7.60 kcal/mol
E_tot ... -34204.1801 eV
Spin multiplicity ... 3

***

# 6
Below is C5H12N2O as an isolated structure at a distorted geometry, with properties calculated with wB97M-V/def2-TZVPD.

Each line ends with the Löwdin charge.
Cartesian coordinates (Å):
C1 -1.92 -0.42 0.98  -0.18
C2 -0.45 0.07 -0.71  -0.42
C3 0.40 -1.34 -0.59  -0.01
C4 1.59 -0.31 -0.11  -0.50
C5 0.46 0.81 0.30  -0.43
H1 -3.10 -0.69 1.36  0.13
H2 -1.55 0.42 1.80  0.12
H3 -1.33 -1.42 1.18  0.08
H4 -2.21 -0.72 -0.96  0.15
H5 -0.09 0.66 -1.60  0.12
H6 -0.29 -1.84 0.13  0.06
H7 0.78 -2.05 -1.34  0.10
H8 2.21 0.00 -0.91  0.09
H9 3.32 -0.48 0.00  0.28
H10 0.27 0.74 1.32  0.07
H11 1.72 2.07 -0.84  0.20
H12 -0.96 2.57 -0.64  0.24
N1 -1.83 0.13 -0.38  -0.10
N2 0.56 2.38 0.18  0.01
O1 2.41 -0.58 0.82  -0.02

Computed properties:
Kohn-Sham gap ... 8.94 eV
Energy above the lowest of the compared OMol25 structures with the same formula, charge and spin ... 307.09 kcal/mol
E_tot ... -10395.1074 eV

***

# 7
Below is a 2-piece molecular cluster, C4H10 overall at a distorted geometry, with properties calculated with wB97M-V/def2-TZVPD.

Each line ends with the Löwdin charge.
Cartesian coordinates (Å):
C1 2.02 0.37 -1.11  -0.21
C2 1.01 -0.79 -1.22  -0.22
H1 2.80 0.16 -0.38  0.05
H2 1.41 1.19 -0.74  0.05
H3 2.50 0.53 -2.08  0.05
H4 0.63 -0.99 -0.22  0.05
H5 0.13 -0.43 -1.76  0.04
H6 1.34 -1.66 -1.80  0.05
C3 -1.96 -0.31 1.18  -0.34
C4 -1.93 0.82 1.99  -0.35
H7 -2.48 -1.21 1.53  -0.03
H8 -1.38 -0.53 0.29  -0.07
H9 -2.76 1.16 2.61  -0.03
H10 -1.34 1.70 1.70  -0.03

Computed properties:
Kohn-Sham gap (alpha / beta) ... 2.79 / 7.60 eV
<S²> ... 0.7522
Energy above the lowest of the compared OMol25 structures with the same formula, charge and spin ... 32.27 kcal/mol
Net charge ... -1
E_tot ... -4307.0726 eV
Spin multiplicity ... 2